Entry 1:
C50H47As2Cl3GeN4O5Rb as an isolated structure at a distorted geometry, computed with ωB97M-V/def2-TZVPD.

Its expectation value of S² is 0.756. Its spin multiplicity is 2. The value obtained for the LUMO energy (spin up / spin down) is 0.030 / -3.436 eV. The energy above the lowest of the compared OMol25 structures with the same formula, charge and spin is 197.0 kJ/mol. The calculation puts the total energy at -10482.00866 Eh. Its HOMO energy (spin up / spin down) is -7.84 / -7.84 eV.

Element x y z (Å)
O -1.0951 -3.3936 -3.7518
C -6.1233 2.7074 -0.2446
H -1.3671 3.8872 2.0981
H -3.8418 4.6096 4.5809
C -6.9748 2.2025 -1.2085
H 0.3681 -7.4450 -1.9454
C -0.8771 -2.3271 -3.2036
H 4.5344 -4.4854 -3.9076
C -0.4341 1.1702 4.7115
N -1.0066 0.9992 3.4570
H 1.2299 2.2877 3.9713
Cl 3.8649 2.6100 0.1340
H -5.5989 2.7376 3.7515
C -0.3658 0.6411 7.0594
H 6.5254 -4.3279 -2.4592
H -0.3075 -4.1276 1.8460
H -0.0406 -1.5777 -5.7563
C -1.0187 0.5973 5.8416
H 4.5015 0.1397 2.4868
C -3.6256 -2.8612 5.4757
C 0.5069 -3.5411 2.2923
H 4.1402 -2.5789 0.6144
H -0.2808 -3.2855 5.2219
Cl 0.9461 2.4038 -1.7294
H 2.5434 -3.0276 1.9259
Ge 1.5719 2.1474 0.4330
C 5.4503 -3.4398 -0.8342
C -2.3810 3.5599 1.9708
H -7.8274 2.7837 -1.5232
C -5.6316 0.2266 -1.3680
C 0.6565 -1.2577 -4.9983
C -3.6247 5.0847 3.6245
N -4.1702 2.4611 1.1683
C 0.2271 -4.2285 -0.9085
H 3.5291 0.4623 -4.4801
C 3.9714 -0.3698 4.5039
H -4.8424 -1.7606 4.0986
C 2.6435 -0.1229 -4.2872
H -6.2925 3.6927 0.1616
C 1.7367 -3.5693 1.4222
O 4.1665 0.6745 -2.0558
C -1.4358 -6.3925 -1.4611
C -5.0313 1.9537 0.1819
C -3.4990 4.0634 2.5566
H -0.6485 1.6252 2.7450
As 1.3434 -2.7329 -0.3597
C 4.4453 -4.0842 -2.9085
C -4.7884 0.7038 -0.3795
H -5.4233 -0.7340 -1.8132
C 3.7331 -0.2357 3.1473
H -0.8082 0.1474 7.9130
C 2.9598 -0.8206 5.3357
C 3.0825 -0.0035 -1.7996
H 1.9817 -0.2278 -6.3263
N -4.6073 3.4540 2.0393
N 1.2353 -1.1951 -2.7049
C 1.4166 1.8893 6.0708
O -1.4892 -1.6789 -2.3495
C 2.5010 -0.5934 2.6304
C -5.8101 3.2410 2.8042
C 0.7617 -5.4363 -1.3372
C 3.0680 -3.1966 -1.1391
C 4.2140 -3.0347 -0.3661
O -2.0995 1.7470 0.3889
H 3.1374 -0.9160 6.3957
H -4.4204 5.7915 3.4033
C -1.2737 -2.9253 4.9743
H 0.9205 -1.4491 5.4897
C 3.2052 -3.6919 -2.4331
Cl 0.9904 4.2182 1.1825
H 1.8368 -5.5435 -1.4466
H 4.4010 1.2135 -1.2426
C 1.4824 -1.0674 3.4551
C -0.0638 -6.5106 -1.6136
H -2.1748 -3.9087 6.6482
C -6.7302 0.9645 -1.7778
C -2.7737 2.5091 1.0766
C -3.8407 -2.0791 4.3520
C -1.4709 -2.1249 3.8536
H -3.0430 -5.1067 -0.8742
O 2.6689 -0.2004 -0.6693
H -2.0808 -7.2284 -1.6914
H -3.9421 0.1169 -0.0511
H 2.3301 -0.5165 1.5622
As -0.1183 -1.6650 2.4939
C -2.3423 -3.2845 5.7809
C 0.7823 1.8350 4.8460
H -2.0143 0.9503 3.4653
H -4.4561 -3.1642 6.0971
H 0.7248 -3.9670 3.2814
C -2.7708 -1.7242 3.5499
H -1.5725 -3.1935 -0.3652
C 0.8540 1.2864 7.1846
H -6.5004 2.6288 2.2306
H 2.0779 -4.5941 1.2225
H 2.3275 -3.7850 -3.0656
C 5.5667 -3.9824 -2.1026
H -1.9719 0.0937 5.7544
C 1.7830 -0.5148 -5.3040
H 4.9425 -0.1289 4.9092
C 1.7172 -1.1524 4.8202
H 2.3655 2.3965 6.1514
H 6.3206 -3.3409 -0.2032
Rb -0.5411 0.0042 -0.7581
C -1.1468 -4.1307 -0.7185
C 0.4307 -1.5807 -3.6626
H -6.2782 4.2002 3.0146
H 1.3572 1.3205 8.1416
H -7.3879 0.5767 -2.5410
C -1.9741 -5.2015 -1.0032
C 2.3255 -0.4877 -2.9850
H -2.6885 5.6219 3.7138
H -2.9316 -1.1353 2.6484

Results of the Löwdin charge analysis, in e, for atoms 1 through 8: 0.043 -0.032 0.037 0.091 -0.078 0.106 -0.722 0.109

Entry 2:
A 2-piece molecular cluster, C2H9O2 overall at a distorted geometry, computed with ωB97M-V/def2-TZVPD.

The value obtained for the LUMO energy is -3.727 eV. As for the total charge: +1. The energy above the lowest of the compared OMol25 structures with the same formula, charge and spin is 86.1 kJ/mol. The calculation puts the total energy at -231.76676 Eh. Its HOMO energy is -16.89 eV.

Element x y z (Å)
H 1.0054 0.5628 -1.8681
H -2.2942 0.6364 2.0266
H -1.4993 0.6929 -0.1910
O -1.5489 0.2772 1.5599
H 1.2951 1.3648 -0.2696
C 0.8572 0.5187 -0.7998
H 2.2533 -0.7298 -0.0383
H -1.3571 -0.6489 1.7955
C 1.1525 -0.7411 -0.1297
H 0.9058 -1.6651 -0.6807
O -0.8176 0.6650 -0.9238
H -0.8706 -0.1551 -1.4153
H 0.9182 -0.7778 0.9344

Results of the Löwdin charge analysis, in e, for atoms 1 through 8: 0.133 0.072 0.135 -0.023 0.142 -0.015 0.122 0.087

Entry 3:
An isolated molecule of C5H6OS at a distorted geometry, computed with ωB97M-V/def2-TZVPD.

Its expectation value of S² is 2.013. Its spin multiplicity is 3. The value obtained for the LUMO energy (spin up / spin down) is 0.830 / -1.580 eV. The energy above the lowest of the compared OMol25 structures with the same formula, charge and spin is 227.3 kJ/mol. The calculation puts the total energy at -667.34538 Eh. Its HOMO energy (spin up / spin down) is -4.47 / -9.22 eV.

Element x y z (Å)
H -0.4283 0.1909 2.1061
H -0.4419 -1.4843 1.6383
C 1.1111 0.7092 0.0505
O 0.8427 0.0047 -2.0015
C 1.5979 0.6978 -1.2440
C -0.1034 -0.5244 -1.2558
H -2.8685 0.6808 1.0736
C 0.0682 -0.2129 0.1116
H -0.6690 -1.1174 -1.8617
C -0.7205 -0.5492 1.2987
H 1.6468 1.1165 0.8815
H 2.4444 1.1520 -1.7330
S -2.4796 -0.6635 0.9358

Results of the Löwdin charge analysis, in e, for atoms 1 through 8: 0.114 0.041 -0.022 0.010 -0.149 -0.084 -0.100 -0.303

Entry 4:
C15H19F5N2O2S4Ti as an isolated structure, computed with ωB97M-V/def2-TZVPD.

The value obtained for the LUMO energy is -0.481 eV. The calculation puts the total energy at -3784.56841 Eh. Its HOMO energy is -8.46 eV.

Element x y z (Å)
H 2.6157 0.5508 2.3463
O 0.0924 -2.2157 -0.2476
C 0.7349 -0.2576 -4.8455
C -3.7167 1.1842 2.9811
S -2.0095 1.2026 -0.3291
H 2.6599 -2.9011 1.0675
C 1.1823 -2.1300 2.4553
C 0.4037 -0.1052 -2.0226
H -2.8791 -1.1662 -0.2578
O -0.5642 -4.3592 -0.4698
F 2.7240 0.9776 -4.6312
C -1.3922 2.9052 -0.5786
Ti -0.2216 -0.3615 0.0893
F -1.2607 -1.4979 -4.9740
H 2.7814 2.2502 -0.2050
C 1.6608 0.4014 -4.0615
N -2.1882 -1.4297 0.4408
H -2.0400 1.5589 4.1924
H 0.4617 4.0238 -0.4266
C -0.3582 -0.8487 -4.2356
H 0.6054 -2.9761 2.0930
F 0.8939 -0.3297 -6.1663
C 2.4341 2.0393 0.8021
H -2.7582 -3.4027 0.2465
H -4.4591 0.4759 2.6313
H 4.0556 0.7175 1.3134
S 0.6243 1.9727 0.8104
H 1.4715 -2.3500 3.4835
H 3.3219 -1.7418 2.2142
H -2.4870 -1.1124 1.3602
F -1.5712 -1.3801 -2.3350
H -3.7757 2.1850 2.5730
C 2.9650 0.7168 1.3283
S 0.1175 -0.6582 2.5017
H 0.5537 2.5986 -1.4984
H -1.8038 3.5223 0.2203
N -1.9620 -2.8169 0.4483
H -1.7866 3.2721 -1.5255
C 2.4496 -1.9772 1.6042
F 2.4325 1.1352 -2.0084
C -0.4847 -0.7562 -2.8633
C -0.7631 -3.2167 -0.1540
H 2.7481 2.8451 1.4654
C 0.1242 2.9986 -0.5821
H -2.7022 -0.1578 4.2527
S 2.3802 -0.6878 0.3325
C -2.7804 0.8452 3.8533
C 1.4701 0.4573 -2.6890

Results of the Löwdin charge analysis, in e, for atoms 1 through 8: 0.060 -0.235 -0.138 -0.100 0.613 0.085 -0.594 -0.113

Entry 5:
A 6-piece molecular cluster, C23H42ClFO13 overall at a distorted geometry, computed with ωB97M-V/def2-TZVPD.

The value obtained for the LUMO energy is 0.342 eV. The SMILES is O=C1OC[C@](F)(Cl)O1.CCOC(C)=O.CCOC(C)=O.CCOC(C)=O.CCOC(C)=O.CCOC(C)=O. The calculation puts the total energy at -2439.78667 Eh. Its HOMO energy is -9.57 eV.

Element x y z (Å)
C -3.0581 -0.2819 -2.1824
O 2.6077 5.9982 -4.3889
H 3.8645 7.6350 -4.6537
H 0.3982 -4.2527 4.2478
C 0.0432 -5.2667 4.4147
C 3.3219 -4.6947 4.5043
H -5.4936 -3.0289 -1.1285
H -5.0074 -0.8496 3.9969
H 1.6754 4.2703 -2.6886
H 1.6588 5.0400 -1.0951
O -3.0485 -1.5791 -2.7875
C -2.1410 -0.2139 -0.9817
H 1.9308 -4.0404 2.9645
O 0.2882 -4.5124 -0.5703
C -3.3752 -0.4319 2.7142
H 3.5024 5.4200 -7.1717
H -1.1282 -0.4971 -1.2716
H -3.6244 2.1949 3.0449
H -2.1152 0.7965 -0.5747
H 2.1599 3.9210 1.1168
C 0.3014 3.4205 -1.3147
O 0.2146 2.5613 -0.2766
H 4.5179 6.5093 -6.2100
H -0.6621 1.7122 3.6967
O -3.8567 -3.5985 -2.9971
H 2.0940 9.0518 -5.7338
C 1.8236 2.9627 1.5120
H 3.8803 -3.7590 4.5199
F -1.4102 -5.1924 0.6555
H -1.9771 1.3672 4.8127
H -4.8648 -1.4154 -0.8160
Cl -1.7440 -5.5759 -1.8272
H -4.0778 0.0199 -1.9389
H -2.2665 2.5218 1.9892
H -1.6446 3.0376 4.3413
O 1.9325 -6.1141 3.0679
H 1.0089 1.0964 0.8322
H 2.6497 2.5086 2.0597
C 4.1196 5.4998 -6.2784
C 1.5187 -5.0991 -0.5410
C -4.5851 -2.4365 -1.0607
H 2.2661 7.5455 -6.6414
H 0.2295 -5.5443 5.4510
O -3.4289 -1.4543 2.0930
H -2.4590 -0.8928 -0.1923
H -4.3617 0.7629 4.2694
C -1.6707 2.0076 3.9855
C 2.8038 7.4047 -4.5464
H 2.1479 1.7975 -0.2962
C 1.9752 7.9697 -5.6806
C 0.6796 -6.3023 3.5180
H 2.4921 3.4938 -1.3513
C -2.6078 1.8835 2.8024
O -0.6991 3.6692 -1.9221
O 3.1871 3.9262 -4.7662
H 1.0096 3.1615 2.2097
H 0.2451 -6.9118 0.8390
C 1.3516 2.0389 0.4081
H -2.7093 0.3928 -2.9617
H 0.9218 7.7409 -5.5246
C -3.8338 -2.5821 -2.3622
C 2.6171 -4.8614 3.1749
C 3.2955 5.0739 -5.0863
H 4.9566 4.8142 -6.3718
C -0.6819 -5.5059 -0.4338
C 1.6206 4.0862 -1.6208
H 4.0159 -5.5186 4.6668
H -3.9678 -2.8293 -0.2542
H 2.6184 -4.6885 5.3373
O 2.5497 -4.5531 -0.2647
O -2.6015 0.5656 2.2507
C 0.1307 -6.7843 -0.2285
O 1.3678 -6.4140 -0.8395
H 3.3421 -4.8726 2.3646
C -4.0935 -0.2639 4.0332
H -0.2475 -7.6441 -0.7381
O 0.1131 -7.3139 3.2158
H -3.4588 -0.6576 4.8255
H -1.0282 -5.2806 4.2369
H 2.4809 7.8357 -3.6009

Results of the Löwdin charge analysis, in e, for atoms 1 through 8: -0.226 -0.013 0.113 0.071 0.020 -0.061 0.091 0.091

Entry 6:
An isolated ion of composition C9H12F2N and charge +1 at a distorted geometry, computed with ωB97M-V/def2-TZVPD.

The value obtained for the LUMO energy is -3.686 eV. As for the total charge: +1. The energy above the lowest of the compared OMol25 structures with the same formula, charge and spin is 420.4 kJ/mol. The calculation puts the total energy at -604.14589 Eh. Its HOMO energy is -12.80 eV.

Element x y z (Å)
H 1.1012 -0.1594 1.9783
H 0.4512 -1.6865 1.4833
H 3.3636 0.1947 -0.3368
H 2.1004 -1.9393 -1.1795
H 0.4977 -1.7427 -1.3055
C -0.6414 1.5432 0.0484
F -1.2300 -2.3035 0.1940
C 2.3813 0.7534 -0.1730
H 1.4839 -0.5803 -2.2008
H -4.1758 1.1723 -0.0051
C 1.3941 -1.1431 -1.2115
C 1.2634 -0.9245 1.2422
C -1.7970 -1.1222 0.0942
C -0.0516 0.3360 -0.0579
C -3.0041 -0.5710 0.0185
H 2.1866 1.6627 -0.7960
H -3.8519 -1.2321 -0.0012
N 1.2027 -0.2387 -0.0311
H 2.4820 1.0673 0.9045
H 2.2011 -1.2996 1.5684
H -2.2887 2.8009 -0.2672
C -2.0617 1.7997 -0.0157
C -3.0740 0.9056 -0.1367
F 0.0674 2.7070 0.1862

Results of the Löwdin charge analysis, in e, for atoms 1 through 8: 0.111 0.138 0.140 0.106 0.083 -0.212 0.086 0.049

Q: total energy of number 2 (C2H9O2)?
A: -231.76676 Eh

Q: What is the formula in the second record?
A: C2H9O2